{
  "formula": "C28H30BF18O21V",
  "method": "ωB97M-V with the def2-TZVPD basis set",
  "energy_ha": -5430.94649,
  "spin_multiplicity": 3,
  "gap_ev": [5.17, 3.02],
  "max_force_ha_per_bohr": 0.0907,
  "total_charge": 2,
  "e_homo_ev": [-14.07, -14.07],
  "lumo_ev": [-8.90, -11.05],
  "mol_weight_da": 1106.25,
  "s2": 2.0483,
  "elements": ["O", "V", "O", "C", "O", "B", "O", "C", "O", "O", "C", "O", "C", "O", "O", "C", "C", "O", "C", "O", "C", "F", "F", "F", "H", "H", "H", "H", "H", "C", "C", "O", "C", "O", "C", "F", "F", "F", "H", "H", "H", "H", "H", "C", "C", "O", "C", "O", "C", "F", "F", "F", "H", "H", "H", "H", "H", "C", "C", "O", "C", "O", "C", "F", "F", "F", "H", "H", "H", "H", "H", "C", "C", "O", "C", "O", "C", "F", "F", "F", "H", "H", "H", "H", "H", "C", "C", "O", "C", "O", "C", "F", "F", "F", "H", "H", "H", "H", "H"],
  "xyz": [[-4.3257, 0.2830, 1.3648], [-3.3927, -0.4133, 0.3497], [4.3032, 3.2093, -0.9336], [3.4326, 2.7930, -0.1525], [2.7104, 1.6586, -0.2171], [1.8039, 1.5704, 0.9234], [2.1055, 2.8105, 1.7867], [3.0344, 3.5572, 1.1550], [3.4395, 4.6631, 1.4964], [1.9945, 0.3191, 1.6098], [0.9656, -0.4286, 1.4833], [0.7650, -1.5282, 1.9104], [-0.1028, 0.4219, 0.8188], [0.4285, 1.5589, 0.4581], [-1.3219, 0.1056, 0.6263], [3.8662, -3.9833, 2.2317], [4.2024, -5.4374, 1.9824], [2.9559, -6.2147, 2.1421], [2.9389, -7.2448, 2.9908], [3.9143, -7.6222, 3.6244], [1.5807, -7.9575, 3.0598], [1.7590, -9.1620, 2.5118], [1.1241, -8.0766, 4.2606], [0.5989, -7.3738, 2.3887], [3.6732, -3.8004, 3.2888], [3.0184, -3.4942, 1.7520], [4.7721, -3.3824, 2.1523], [5.0437, -5.8054, 2.5696], [4.5868, -5.5090, 0.9649], [-6.4623, 4.9975, 0.8472], [-5.5593, 3.8330, 0.3093], [-4.2483, 4.3469, -0.0763], [-3.3216, 3.4747, -0.5128], [-3.4433, 2.2245, -0.4810], [-1.9321, 4.0355, -0.9295], [-1.7361, 3.7208, -2.1682], [-1.9564, 5.3604, -0.8146], [-0.8884, 3.5988, -0.1896], [-7.3220, 4.5386, 1.3354], [-6.8900, 5.6232, 0.0638], [-5.9627, 5.7193, 1.4933], [-6.0639, 3.4941, -0.5955], [-5.5016, 3.0361, 1.0506], [-4.5910, -4.4294, -2.5120], [-3.8068, -3.1917, -3.0153], [-2.3941, -3.3586, -2.6897], [-1.7870, -2.8758, -1.6404], [-2.3918, -2.1989, -0.8002], [-0.2004, -3.1374, -1.6647], [0.0775, -3.9465, -0.6645], [0.1133, -3.6820, -2.8506], [0.4749, -2.0145, -1.4772], [-4.2421, -5.3404, -2.9983], [-5.6025, -4.1768, -2.8300], [-4.5237, -4.7002, -1.4583], [-4.2953, -2.2816, -2.6673], [-3.9634, -3.1125, -4.0910], [5.9568, 8.2339, 0.1524], [5.6631, 6.8181, 0.7148], [6.6467, 5.8545, 0.3926], [6.7417, 5.3553, -0.9303], [6.0139, 5.7335, -1.8638], [7.8545, 4.3505, -1.1807], [8.5846, 4.8824, -2.1159], [8.5904, 4.1394, -0.0719], [7.4025, 3.2339, -1.6631], [6.0163, 8.1206, -0.9300], [6.8971, 8.7171, 0.4179], [5.1754, 8.8750, 0.5604], [4.6198, 6.5319, 0.5819], [5.6642, 6.8319, 1.8048], [0.8992, 2.3371, -3.6669], [0.1318, 1.1086, -3.2351], [-1.0765, 1.1490, -3.9662], [-2.1714, 0.6075, -3.4582], [-2.3292, 0.4180, -2.2640], [-3.4208, 0.8761, -4.3899], [-3.0264, 0.9025, -5.7195], [-4.2374, -0.1317, -4.2348], [-4.0368, 2.0115, -4.0389], [1.0746, 2.2261, -4.7370], [1.8307, 2.3755, -3.1022], [0.3760, 3.2782, -3.4973], [-0.0287, 1.0266, -2.1601], [0.5849, 0.1825, -3.5889], [-2.3185, -5.3767, 1.2817], [-1.6974, -4.3959, 2.3378], [-2.7096, -3.8604, 3.2587], [-2.9779, -2.4840, 3.3076], [-2.6737, -1.6519, 2.4382], [-3.8268, -2.1308, 4.5025], [-3.0598, -1.7885, 5.5709], [-4.4905, -0.9948, 4.1634], [-4.6273, -3.1165, 4.8893], [-1.5836, -5.7045, 0.5464], [-3.1349, -4.8719, 0.7652], [-2.6201, -6.2749, 1.8207], [-1.2140, -3.5556, 1.8395], [-0.9166, -4.9130, 2.8956]],
  "atomic_forces_ev_per_a": [[0.953, -1.211, -1.786], [2.900, 1.347, 1.708], [-2.639, -1.397, 2.119], [2.008, 0.261, -1.839], [1.208, 1.800, -0.396], [1.652, 1.648, 0.690], [0.763, -0.437, -1.592], [-0.705, 1.568, 1.403], [-0.705, -2.673, -0.887], [1.588, 0.500, 0.359], [-1.620, -1.637, 1.172], [0.130, -0.012, -0.384], [-3.021, 0.852, -1.465], [-1.764, -1.352, 0.322], [1.406, 0.429, 0.277], [0.505, 0.600, 1.763], [-0.346, 0.500, -0.588], [0.251, -0.067, -0.165], [3.004, 0.450, 0.800], [-2.227, 0.310, -0.897], [0.347, -0.404, -1.169], [0.060, -0.360, 0.045], [0.062, -0.385, 2.104], [-0.420, 0.953, -1.104], [-0.308, -0.428, 0.320], [0.192, -0.525, -0.660], [0.072, 0.032, -0.738], [-0.595, -0.057, 0.572], [-0.664, -0.554, -0.293], [0.554, -0.231, -0.510], [-1.438, 1.296, 0.069], [1.791, -1.111, -0.957], [-1.462, -2.835, 2.178], [0.005, 2.590, -0.231], [-0.497, 1.589, 1.578], [0.442, -0.674, -1.688], [0.102, 0.206, -0.045], [-1.203, -0.057, -0.369], [0.178, 0.018, 0.271], [0.226, -0.282, -0.384], [0.152, -0.490, 0.341], [0.321, -0.424, -0.004], [0.464, 0.066, -0.146], [0.520, 0.410, -0.708], [-1.279, -1.181, 0.946], [1.069, 0.313, -0.208], [-1.725, 1.095, -0.947], [0.431, 0.144, 0.538], [-1.360, -0.373, -0.447], [0.206, -0.490, 0.062], [0.052, 0.435, 1.086], [-0.178, 0.311, -0.279], [-0.143, 0.176, -0.442], [-0.248, -0.590, 0.303], [-0.122, 0.767, 0.191], [0.763, 0.220, 0.693], [0.972, -0.324, -0.086], [-0.041, -1.234, 0.625], [-0.019, 2.227, 0.600], [0.190, -1.795, -3.430], [-3.271, 2.646, 0.914], [1.848, -0.919, 2.743], [1.562, -0.673, 0.825], [1.184, 0.999, -0.673], [-0.888, 0.242, -0.812], [-0.898, -1.025, 0.342], [-0.590, 0.403, -0.353], [0.214, -0.500, 0.379], [-0.174, 0.071, -0.660], [0.121, -0.629, -0.840], [0.565, -0.019, 0.385], [0.296, -0.327, 0.061], [0.838, -0.001, 0.290], [-2.214, -1.168, -0.678], [0.026, 3.632, 0.820], [-0.286, -1.607, -0.378], [1.922, -0.239, -1.521], [-0.789, 0.370, 2.081], [-1.107, -0.722, 0.087], [0.567, -0.604, -0.382], [0.319, 0.271, 0.074], [0.168, -0.006, -0.264], [-0.209, -0.231, 0.092], [-0.244, 0.208, -0.066], [0.545, 0.094, 0.224], [0.329, 0.746, 1.386], [0.143, -0.025, -1.643], [-0.216, 3.205, 0.430], [1.578, -2.995, -3.209], [-0.695, -1.511, 0.955], [-0.130, 1.360, 2.013], [-0.189, -0.482, -0.976], [-0.273, -1.110, 0.233], [0.075, 0.741, -0.620], [0.226, 0.268, 0.146], [-0.194, -0.267, 0.054], [-0.466, 0.078, -0.249], [-0.091, 0.104, 0.035], [-0.412, 0.096, 0.463]],
  "lowdin_charge": [-0.127, 1.351, 0.159, -0.268, 0.247, -0.854, 0.228, -0.299, 0.165, 0.313, -0.402, 0.193, -0.222, 0.272, -0.001, -0.072, -0.162, 0.023, -0.355, 0.150, -0.607, 0.180, 0.221, 0.156, 0.079, 0.063, 0.083, 0.125, 0.122, -0.041, -0.153, 0.056, -0.264, 0.033, -0.557, 0.217, 0.189, 0.170, 0.083, 0.079, 0.083, 0.128, 0.114, -0.032, -0.150, 0.071, -0.288, 0.011, -0.525, 0.202, 0.193, 0.196, 0.091, 0.092, 0.071, 0.103, 0.137, -0.006, -0.190, 0.093, -0.159, 0.319, -0.600, 0.238, 0.206, 0.242, 0.084, 0.096, 0.097, 0.121, 0.156, -0.024, -0.195, 0.047, -0.319, 0.073, -0.503, 0.143, 0.181, 0.190, 0.095, 0.081, 0.079, 0.108, 0.139, -0.033, -0.144, 0.041, -0.231, 0.053, -0.514, 0.172, 0.146, 0.210, 0.074, 0.058, 0.086, 0.092, 0.128]
}